Record 1
Entry from the OMol25 dataset: a cluster of 2 separate species, C21H18FN2O5S in total at a distorted geometry (wB97M-V/def2-TZVPD).

Summary:
- Kohn-Sham gap: 6.38 eV
- Net charge: -1
- Energy: -1794.7343 hartree
- Lowest unoccupied orbital energy: 2.444 eV

Last column: Mulliken charge in e.
Cartesian coordinates (Å):
C: -5.77715 3.00994 2.00454  -0.83
O: -5.22829 1.68878 2.16182  -0.44
C: -3.95836 1.43726 1.75669  1.02
C: -3.44780 0.13318 2.00318  -0.93
C: -2.12986 -0.15191 1.73590  -0.10
C: -1.21635 0.84807 1.30560  0.42
C: 0.21311 0.57791 1.28402  0.61
C: 1.07727 1.52934 1.74703  1.19
C: 2.45736 1.27732 1.97375  -0.32
N: 3.59830 1.09023 2.16799  -0.66
C: 0.66329 2.82802 2.20451  -0.42
N: 0.38900 3.91155 2.55910  -0.66
C: -1.77960 2.10867 0.96398  -0.73
C: -3.10313 2.41915 1.19671  -0.53
H: -6.77823 2.93950 2.43161  0.24
H: -5.17512 3.75192 2.54555  0.35
H: -5.82961 3.27974 0.94309  0.32
H: -4.13318 -0.61396 2.40806  0.40
H: -1.74427 -1.15915 1.91227  0.43
H: 0.60395 -0.43993 0.97488  -0.47
H: -1.14433 2.85747 0.48874  0.59
H: -3.47264 3.42246 0.96001  0.33
C: -2.66991 -3.27810 -1.08227  -1.18
C: -1.25618 -3.55268 -0.67373  -0.33
O: -0.58983 -2.31390 -0.36056  -0.06
C: 0.66272 -2.59791 0.10371  -0.04
C: 1.53471 -1.36526 -0.02542  0.56
F: 2.79747 -1.69208 0.31381  -0.37
S: 1.52282 -0.84952 -1.82397  1.47
C: 3.19736 -0.24126 -2.09551  -0.07
C: 3.80299 0.56940 -1.15023  0.11
C: 5.15140 0.91534 -1.29742  -0.60
C: 5.84387 0.53011 -2.45437  -0.42
C: 5.20134 -0.24359 -3.42334  -0.43
C: 3.87466 -0.64937 -3.24398  -0.55
O: 1.36527 -2.05094 -2.61764  -0.72
O: 0.60021 0.25690 -1.89829  -0.68
O: 1.01523 -3.68624 0.51338  -0.71
H: -3.12502 -4.25164 -1.29933  0.40
H: -3.25302 -2.79838 -0.29046  0.25
H: -2.69112 -2.64433 -1.97244  0.29
H: -1.22216 -4.19692 0.20783  0.33
H: -0.69730 -4.00650 -1.49830  0.31
H: 3.23802 0.92228 -0.29959  0.04
H: 5.63368 1.47289 -0.49927  0.44
H: 6.89557 0.82799 -2.57675  0.33
H: 5.73619 -0.55450 -4.32569  0.34
H: 3.34667 -1.26737 -3.95922  0.46

=====

Record 2
Entry from the OMol25 dataset: a structure of composition C21H18IN4OPbSSi at a distorted geometry (wB97M-V/def2-TZVPD).

Summary:
- Kohn-Sham gap: 6.39 eV
- Net charge: +1
- Energy: -2283.2034 hartree
- Lowest unoccupied orbital energy: -5.614 eV
- Relative energy (zero: lowest compared OMol25 entry of this formula, charge and spin): 56.82 kJ/mol

Last column: Mulliken charge in e.
Cartesian coordinates (Å):
Pb: -1.47980 0.34338 0.29981  1.06
C: 3.92270 2.42258 0.77776  -1.01
Si: 3.62402 1.56822 2.41880  0.11
C: 2.75554 2.63387 3.68997  -1.00
C: 5.21071 0.86093 3.11072  -1.10
C: 2.47839 0.07576 2.03839  0.09
C: 2.87490 -1.23896 2.27036  -0.06
C: 2.02847 -2.32042 2.03884  -0.93
C: 0.76722 -2.05869 1.55936  -0.37
N: 0.37397 -0.80845 1.29610  -0.40
C: 1.18312 0.23523 1.52588  0.55
S: 0.48038 1.79009 1.11431  -0.23
H: 4.68198 3.20028 0.87993  0.37
H: 3.01671 2.89908 0.40104  0.33
H: 4.26896 1.71396 0.02361  0.34
H: 3.46074 3.34735 4.12085  0.37
H: 2.35395 2.03022 4.50541  0.35
H: 1.93399 3.20536 3.25728  0.33
H: 5.89560 1.67353 3.35998  0.33
H: 5.72122 0.21534 2.39364  0.33
H: 5.03837 0.29164 4.02623  0.34
H: 3.87124 -1.42234 2.65344  0.42
H: 2.33844 -3.33497 2.24056  0.43
H: 0.03565 -2.83819 1.38880  0.48
I: -3.71981 1.89364 -0.91374  0.11
C: -3.09178 1.13501 -2.79388  0.41
C: -3.75199 1.63374 -3.87480  -0.66
C: -3.39090 1.21211 -5.16892  -0.71
C: -2.39896 0.29277 -5.32647  -0.83
C: -1.72105 -0.25378 -4.21108  0.87
C: -0.72242 -1.24145 -4.39435  -0.81
C: -0.03599 -1.76842 -3.34299  -1.00
C: -0.31945 -1.31668 -2.03673  -0.21
C: -1.28282 -0.37418 -1.83947  0.77
C: -2.04465 0.18416 -2.88998  0.06
H: -4.54749 2.35617 -3.75474  0.39
H: -3.91475 1.61656 -6.02325  0.41
H: -2.10221 -0.03756 -6.31354  0.41
H: -0.53014 -1.58883 -5.40153  0.41
H: 0.72381 -2.52347 -3.48815  0.43
H: 0.24415 -1.72964 -1.20960  0.36
O: -2.91164 -0.82957 1.60400  -0.60
N: -4.05334 -1.04699 1.02184  0.13
C: -4.89715 -1.87402 1.50932  0.59
C: -6.13252 -2.08423 0.80766  -0.07
N: -7.12118 -2.28176 0.25993  -0.35
C: -4.66633 -2.63052 2.71706  0.14
N: -4.44784 -3.22790 3.67233  -0.34

=====

Record 3
Entry from the OMol25 dataset: an isolated molecule of C21H18N2O4S (wB97M-V/def2-TZVPD).

Summary:
- Kohn-Sham gap: 8.28 eV
- Energy: -1619.7920 hartree
- Lowest unoccupied orbital energy: -0.040 eV
- Relative energy (zero: lowest compared OMol25 entry of this formula, charge and spin): 15.17 kJ/mol
- SMILES: O=C(O)c1ccc2cc(C(=O)Nc3cccn([C@@H]4CCSC4)c3=O)ccc2c1

Last column: Mulliken charge in e.
Cartesian coordinates (Å):
O: -8.22331 -0.96138 2.09205  -0.59
C: -7.54799 -1.91542 1.80374  0.46
O: -8.09111 -3.11339 1.50047  -0.45
C: -6.06249 -1.92036 1.74143  0.15
C: -5.33402 -3.08441 1.39340  -0.75
C: -3.97305 -3.04661 1.34822  -1.03
C: -3.26894 -1.85278 1.64672  0.74
C: -1.85551 -1.78852 1.60759  -0.25
C: -1.20547 -0.62495 1.90252  0.12
C: 0.29694 -0.56890 1.86623  0.10
O: 0.98787 -0.98138 2.77649  -0.64
N: 0.79108 0.01763 0.73874  -0.02
C: 2.12843 0.25473 0.42347  -0.28
C: 3.21365 -0.05103 1.17887  -0.10
C: 4.51037 0.27235 0.69143  -1.03
C: 4.64079 0.87295 -0.50745  -0.07
N: 3.55006 1.18378 -1.27911  0.06
C: 3.73588 1.83768 -2.57992  -0.63
C: 4.59551 1.03712 -3.55255  -0.65
C: 4.75480 1.93655 -4.76726  -0.67
S: 4.99542 3.62805 -4.11432  -0.17
C: 4.36693 3.22357 -2.45471  -0.68
C: 2.25813 0.90466 -0.87660  1.08
O: 1.27691 1.18532 -1.56429  -0.77
C: -1.93457 0.54022 2.24125  -0.30
C: -3.29619 0.50382 2.28987  -1.29
C: -3.99790 -0.69128 1.99349  0.87
C: -5.40868 -0.75525 2.03335  -0.39
H: -9.05005 -3.00070 1.57148  0.35
H: -5.86899 -3.99525 1.16693  0.46
H: -3.40841 -3.93232 1.08427  0.41
H: -1.29296 -2.67837 1.34993  0.45
H: 0.15290 0.32631 0.01538  0.30
H: 3.08328 -0.53250 2.13490  0.60
H: 5.38973 0.04158 1.27268  0.39
H: 5.60067 1.14094 -0.92309  0.36
H: 2.73527 1.93914 -2.99447  0.41
H: 5.57479 0.82875 -3.11505  0.32
H: 4.12445 0.08665 -3.80707  0.34
H: 5.61440 1.66909 -5.37733  0.42
H: 3.86219 1.91255 -5.39126  0.34
H: 3.63563 3.96540 -2.13965  0.38
H: 5.19049 3.22114 -1.74057  0.35
H: -1.39962 1.45395 2.46788  0.45
H: -3.86137 1.38874 2.55514  0.41
H: -5.98593 0.12212 2.29680  0.44

=====

| no. | highest occupied orbital energy (eV) |
| --- | --- |
| 1 | -3.94 |
| 2 | -12.00 |
| 3 | -8.32 |